Molecular formula: C24H32BaN8O2S3Se2
Method: DFT, the ωB97M-V functional and the def2-TZVPD basis

The HOMO energy is -7.5 eV. For the total energy, the calculation gives -7545.32916 hartree. As for the LUMO energy: 0.1631 eV.

The geometry in XYZ format:
```
72
C24H32BaN8O2S3Se2 | the Open Molecules 2025 dataset | the ωB97M-V functional and the def2-TZVPD basis
Ba -0.52 -0.20 -1.07
Se -3.34 -1.18 1.31
Se -0.10 -0.63 2.98
S -2.85 1.50 -2.53
S -0.72 2.70 0.61
S 6.26 0.02 0.85
O -0.60 -2.81 -0.61
O 1.34 -1.88 -0.06
N 5.55 -3.34 3.84
N -2.52 1.49 -5.17
N 2.04 1.04 -0.54
N -3.34 3.27 0.01
N -2.05 4.89 -0.31
N -0.84 0.43 -3.86
N -3.28 5.34 -0.70
N -3.89 2.06 0.44
C 3.02 0.80 -1.41
C 5.92 -1.27 2.01
C -4.06 4.32 -0.49
C -1.86 1.18 -6.27
C 0.96 -4.16 0.58
C -0.14 -1.92 4.44
C 4.85 -2.15 1.87
C -0.66 0.47 -6.24
C 0.55 -2.87 -0.08
C 4.61 0.42 0.31
C -2.47 1.62 -7.57
C 6.56 -2.49 3.95
C 3.61 0.70 1.23
C -2.02 1.11 -3.98
C -0.20 0.12 -4.99
C -5.51 4.25 -0.76
C 4.72 -3.16 2.81
C 4.32 0.48 -1.04
C 2.35 0.99 0.75
C -1.79 0.25 3.35
C 6.79 -1.43 3.08
C -2.04 3.62 0.11
C -3.01 -0.64 3.17
C -2.73 -3.02 1.51
H -1.24 5.48 -0.40
H -3.42 -3.55 2.16
H -4.16 1.54 -0.39
H -1.79 1.08 2.64
H -5.71 3.50 -1.52
H 7.62 -0.76 3.23
H 2.03 -4.14 0.81
H -5.86 5.22 -1.10
H -6.05 3.96 0.15
H 0.79 -2.48 4.40
H 0.41 -4.25 1.52
H -2.70 -3.47 0.53
H 4.13 -2.04 1.07
H -3.11 1.55 0.85
H 5.07 0.26 -1.79
H -1.77 0.68 4.36
H -1.72 -3.00 1.92
H -3.90 -0.13 3.53
H 3.80 0.68 2.30
H -0.12 0.21 -7.13
H 7.23 -2.65 4.79
H -2.68 2.69 -7.53
H 0.71 -5.00 -0.05
H -2.92 -1.58 3.71
H 3.90 -3.86 2.73
H -0.98 -2.61 4.32
H -3.43 1.12 -7.71
H 1.55 1.19 1.46
H 0.73 -0.44 -4.88
H 2.76 0.85 -2.47
H -0.22 -1.40 5.39
H -1.82 1.41 -8.42
```